Arrangement 1

{
  "formula": "F6H22O11P",
  "method": "wB97M-V/def2-TZVPD",
  "lumo_energy_ha": 0.083,
  "total_charge": -1,
  "homo_lumo_gap_ev": 11.015,
  "homo_energy_ev": -8.75,
  "elements": ["P", "F", "F", "F", "F", "F", "F", "O", "H", "H", "O", "H", "H", "O", "H", "H", "O", "H", "H", "O", "H", "H", "O", "H", "H", "O", "H", "H", "O", "H", "H", "O", "H", "H", "O", "H", "H", "O", "H", "H"],
  "coordinates": [[0.2626, 0.6340, -0.2714], [0.4087, -0.2624, 1.1267], [1.5868, 1.3977, 0.1449], [1.1825, -0.4670, -1.0962], [0.0160, 1.7567, -1.4566], [-1.1226, -0.0019, -0.7139], [-0.6204, 1.6409, 0.6704], [-3.6335, -1.8203, 3.1081], [-3.7438, -2.4767, 2.4203], [-3.2216, -1.0773, 2.6670], [-4.5249, -4.3932, -0.3714], [-4.5911, -4.1900, -1.3044], [-3.6017, -4.6078, -0.2375], [1.2103, -5.1753, 4.5168], [0.9614, -4.3958, 5.0134], [0.9912, -4.9621, 3.6098], [2.8952, -3.6765, -6.5909], [3.3065, -3.4711, -7.4305], [3.3045, -3.0742, -5.9696], [-1.7188, 5.1618, 4.7029], [-0.8555, 4.9703, 4.3365], [-2.3211, 4.6188, 4.1944], [-4.2549, -1.3389, -4.2023], [-4.4797, -0.5257, -4.6545], [-3.7006, -1.0624, -3.4726], [4.2649, 3.5654, -3.5644], [3.7033, 3.9291, -2.8799], [3.6567, 3.2687, -4.2414], [0.1429, -5.4391, -0.7081], [0.4106, -4.5250, -0.8023], [0.5102, -5.8771, -1.4759], [6.8037, 3.8491, 1.3871], [6.6515, 2.9461, 1.1085], [6.3649, 3.9158, 2.2352], [2.2742, 4.6958, 3.1195], [2.3418, 3.9039, 2.5861], [2.9128, 4.5680, 3.8210], [-4.8985, 2.5889, -0.0033], [-3.9705, 2.5121, -0.2247], [-4.9044, 2.8968, 0.9031]],
  "lowdin_charge": [0.17, -0.22, -0.17, -0.19, -0.20, -0.16, -0.22, -0.06, 0.02, 0.03, -0.05, 0.03, 0.03, -0.06, 0.03, 0.03, -0.06, 0.02, 0.03, -0.06, 0.02, 0.03, -0.06, 0.03, 0.03, -0.06, 0.03, 0.03, -0.06, 0.03, 0.03, -0.05, 0.03, 0.02, -0.05, 0.03, 0.02, -0.06, 0.03, 0.02]
}

=====

Arrangement 2

{
  "formula": "F6H22O11P",
  "method": "wB97M-V/def2-TZVPD",
  "lumo_energy_ha": 0.090,
  "total_charge": -1,
  "homo_lumo_gap_ev": 9.975,
  "homo_energy_ev": -7.52,
  "elements": ["P", "F", "F", "F", "F", "F", "F", "O", "H", "H", "O", "H", "H", "O", "H", "H", "O", "H", "H", "O", "H", "H", "O", "H", "H", "O", "H", "H", "O", "H", "H", "O", "H", "H", "O", "H", "H", "O", "H", "H"],
  "coordinates": [[0.1158, 0.3127, 0.2192], [1.1468, -0.5317, -0.7541], [-1.1498, -0.0749, -0.7804], [-0.1348, -1.1020, 0.9477], [-0.9689, 1.0052, 1.2397], [1.2309, 0.7169, 1.2941], [0.4537, 1.6840, -0.6876], [-3.4198, -0.7754, 0.9616], [-2.9045, -0.0435, 1.3008], [-2.9359, -1.5556, 1.2326], [4.1317, -2.3355, -1.9711], [3.3815, -1.9469, -1.5212], [4.1351, -1.9211, -2.8340], [-1.8907, 2.5999, -2.1361], [-0.9854, 2.3062, -2.0344], [-2.4183, 1.8327, -1.9143], [1.2025, 1.0709, 4.1746], [1.9724, 1.5330, 3.8430], [1.4152, 0.1436, 4.0692], [2.3460, -2.2755, 1.4195], [1.6416, -1.7124, 1.0986], [2.1773, -3.1258, 1.0136], [-0.1256, -3.9567, 3.4160], [-0.7445, -3.8003, 4.1293], [-0.5114, -3.5114, 2.6616], [0.9303, 1.7872, -3.6406], [1.3535, 2.6414, -3.5540], [1.1343, 1.3343, -2.8224], [-2.8957, 3.6249, 0.7103], [-2.2848, 3.0248, 1.1380], [-2.3924, 4.0079, -0.0082], [3.8210, 1.9601, -0.6573], [2.9610, 1.5433, -0.6028], [4.3444, 1.5188, 0.0116], [-0.8909, -2.6676, -1.8378], [-0.8077, -1.9494, -2.4651], [-0.5684, -2.3044, -1.0130], [-3.7967, 0.6482, -1.3414], [-3.7194, 0.2538, -0.4726], [-4.3496, 0.0405, -1.8325]],
  "lowdin_charge": [0.28, -0.17, -0.16, -0.17, -0.15, -0.13, -0.17, -0.04, 0.03, 0.05, -0.05, 0.01, 0.03, -0.07, -0.02, -0.03, -0.06, 0.02, 0.03, -0.06, -0.04, 0.03, -0.05, 0.03, 0.02, -0.05, 0.04, 0.00, -0.06, 0.00, 0.02, -0.05, -0.01, 0.03, -0.06, 0.03, -0.02, -0.05, -0.02, 0.05]
}

=====

Stability summary: most stable arrangement 2, least stable arrangement 1.

=====

Arrangement 1

{
  "formula": "CHClOS2",
  "method": "wB97M-V/def2-TZVPD",
  "lumo_energy_ha": [-0.042, -0.042],
  "homo_lumo_gap_ev": [7.400, 7.397],
  "homo_energy_ev": [-8.55, -8.54],
  "elements": ["C", "O", "S", "S", "Cl", "H"],
  "coordinates": [[1.4371, -0.2724, -0.4149], [1.4769, 0.0359, -1.5370], [-2.0401, 0.6319, -0.1287], [-0.3578, 0.7445, 0.9405], [2.4748, -1.0417, 0.6380], [-2.9909, -0.0981, 0.5020]],
  "lowdin_charge": [-0.92, 0.05, 0.19, 0.15, 0.73, -0.19]
}

=====

Arrangement 2

{
  "formula": "CHClOS2",
  "method": "wB97M-V/def2-TZVPD",
  "lumo_energy_ha": -0.024,
  "smiles": "S=C(S)OCl",
  "homo_lumo_gap_ev": 8.785,
  "homo_energy_ev": -9.45,
  "elements": ["C", "O", "S", "S", "Cl", "H"],
  "coordinates": [[0.7890, 1.4562, 1.0420], [1.0291, 2.8632, 1.1848], [1.0490, 0.5765, 2.3651], [0.1759, 0.9622, -0.5021], [0.8671, 3.8369, -0.2134], [-0.0291, -0.3018, -0.1192]],
  "lowdin_charge": [-1.32, -0.66, 0.70, 0.75, 0.63, -0.11]
}

=====

Stability summary: most stable arrangement 1, least stable arrangement 2.